No. 1
Computed, not measured: an isolated molecule of C5H8O2, with ωB97M-V/def2-TZVPD.

Energy relative to the best compared isomer or geometry (same formula, charge and spin), kcal/mol: 69.93
LUMO energy, Eh: 0.037
SMILES string: C#CCOCCO
HOMO-LUMO gap, eV: 10.864
HOMO level, eV: -9.86
M, u: 100.12
Net charge: 0

Element x y z (Å)
H1 -2.84 0.04 0.43
H2 -1.54 -1.77 -0.56
O1 -1.35 1.36 0.70
H3 -1.61 -0.49 1.61
C1 -1.02 -0.81 -0.39
H4 -0.99 -0.27 -1.34
C2 1.92 0.53 -0.14
C3 2.16 1.66 0.22
H5 2.32 2.69 0.49
H6 -0.40 1.34 0.94
C4 -1.77 0.01 0.65
C5 1.43 -0.79 -0.60
H7 1.26 -0.76 -1.69
O2 0.27 -1.13 0.12
H8 2.15 -1.61 -0.44


No. 2
Computed, not measured: an isolated molecule of C4H7ClFN at a distorted geometry, with ωB97M-V/def2-TZVPD.

Energy relative to the best compared isomer or geometry (same formula, charge and spin), kcal/mol: 18.48
LUMO energy, Eh: 0.028
SMILES string: C/N=C(\Cl)[C@H](C)F
HOMO-LUMO gap, eV: 10.600
HOMO level, eV: -9.85
M, u: 123.56
Net charge: 0

Element x y z (Å)
H1 2.10 -2.57 -0.45
N1 0.65 -1.08 -0.48
C1 -1.20 0.54 -0.78
C2 0.27 0.08 -0.55
F1 -1.91 -0.62 -1.10
H2 -2.77 1.13 0.60
C3 1.89 -1.56 -0.03
H3 1.92 -1.77 1.05
Cl1 1.44 1.54 -0.54
H4 2.49 -0.67 -0.27
H5 -1.47 2.12 0.81
C4 -1.62 1.05 0.63
H6 -1.43 1.38 -1.37
H7 -1.40 0.23 1.32


No. 3
Computed, not measured: a structure of composition C7H12CuLiO4 at a distorted geometry, with ωB97M-V/def2-TZVPD.

Energy relative to the best compared isomer or geometry (same formula, charge and spin), kcal/mol: 0.00
LUMO energy (spin up / spin down), Eh: 0.031 / 0.031
HOMO-LUMO gap (spin up / spin down), eV: 2.197 / 4.536
HOMO level (spin up / spin down), eV: -1.34 / -3.68
Multiplicity: 2
M, u: 230.66
Net charge: -1

Element x y z (Å)
C1 1.12 -1.30 -0.83
H1 -0.97 0.75 -1.07
C2 1.32 -2.06 0.27
C3 2.23 -0.71 -1.67
C4 -3.91 0.65 1.63
C5 -0.74 0.93 -0.01
C6 3.22 0.20 -0.91
H2 3.36 -0.26 0.10
H3 -2.23 -0.60 0.31
C7 -1.70 0.18 0.87
O1 -4.85 1.44 1.34
O2 -2.67 1.10 1.40
H4 0.43 1.00 0.15
H5 0.15 -1.35 -1.33
H6 -0.91 2.00 0.16
O3 -4.11 -0.49 2.12
H7 2.80 -1.54 -2.13
H8 2.22 -1.95 0.87
H9 1.79 -0.14 -2.50
H10 -1.19 -0.31 1.71
Cu1 3.18 3.40 -1.07
H11 4.21 0.02 -1.39
O4 2.83 1.52 -0.81
H12 0.45 -2.49 0.79
Li1 -6.00 0.01 2.01


No. 4
Computed, not measured: a cluster of 3 separate species, C2H9NO4 in total, with ωB97M-V/def2-TZVPD.

Energy relative to the best compared isomer or geometry (same formula, charge and spin), kcal/mol: 14.51
LUMO energy, Eh: 0.023
SMILES string: NCC(=O)O.O.O
HOMO-LUMO gap, eV: 10.447
HOMO level, eV: -9.83
M, u: 111.10
Net charge: 0

Element x y z (Å)
H1 -2.60 -1.14 -0.11
O1 -1.72 -1.56 -0.02
H2 -2.76 0.39 -1.21
H3 2.59 2.84 1.09
C1 -0.71 -0.68 -0.05
H4 3.22 1.46 0.85
H5 2.19 -1.00 1.12
H6 0.73 -1.55 -1.22
O2 3.04 2.30 0.43
H7 -3.58 1.64 -1.13
H8 1.25 0.33 0.72
O3 -3.68 0.68 -1.08
O4 -0.87 0.51 0.02
N1 1.69 -0.52 0.39
H9 0.57 -2.33 0.35
C2 0.64 -1.36 -0.14


No. 5
Computed, not measured: a cluster of 9 separate species, C15H48N12O9 in total at a distorted geometry, with ωB97M-V/def2-TZVPD.

Energy relative to the best compared isomer or geometry (same formula, charge and spin), kcal/mol: 61.03
LUMO energy, Eh: 0.007
SMILES string: NC(N)=O.NC(N)=O.NC(N)=O.NC(N)=O.NC(N)=O.NC(N)=O.CC(C)O.CC(C)O.CC(C)O
HOMO-LUMO gap, eV: 8.896
HOMO level, eV: -8.71
M, u: 540.62
Net charge: 0

Element x y z (Å)
N1 -9.26 -15.93 -1.09
H1 -9.70 -12.86 2.73
H2 -3.43 -12.82 -4.46
H3 -7.46 -12.86 3.67
H4 -11.91 -11.48 2.63
N2 -3.08 -11.97 -4.04
C1 -5.82 -14.03 -0.97
H5 -1.07 -14.83 -1.85
H6 0.06 -17.73 -0.29
C2 -6.64 -13.54 3.44
N3 -5.18 -14.95 -0.27
C3 -7.09 -14.85 2.73
C4 -5.92 -9.28 -5.05
H7 -7.61 -14.49 1.84
O1 -6.46 -9.07 -1.96
H8 -11.54 -11.88 -2.73
H9 0.25 -15.92 -1.37
N4 -5.32 -13.79 -2.14
H10 -4.98 -7.80 -6.31
C5 -2.45 -12.39 -2.94
N5 -0.91 -17.47 -0.20
H11 -4.44 -15.44 -0.75
H12 -8.74 -13.20 -1.95
H13 -6.71 -8.63 -4.68
H14 -4.51 -9.35 -6.54
O2 -1.93 -13.44 -2.85
H15 -12.07 -12.02 0.89
H16 -10.80 -11.03 1.32
O3 -6.90 -13.56 -0.63
C6 -6.31 -10.80 -5.17
N6 -0.73 -15.70 -1.45
H17 -7.14 -11.62 -0.24
H18 -4.31 -9.97 -0.87
H19 -7.69 -16.12 4.45
H20 -11.43 -11.70 -4.48
C7 -5.43 -8.79 -6.37
N7 -5.12 -10.56 -1.01
C8 -1.56 -16.49 -0.81
N8 -7.25 -10.80 -0.81
H21 -5.32 -9.40 -3.34
H22 -8.79 -16.14 3.04
H23 -5.52 -13.01 -2.75
H24 -9.13 -15.41 -0.24
H25 -9.59 -13.06 0.42
O4 -4.83 -9.26 -4.16
H26 -12.00 -13.90 3.67
O5 -9.53 -13.46 -4.31
H27 -6.35 -16.56 2.59
H28 -10.08 -12.14 -1.59
C9 -6.27 -10.06 -1.24
N9 -11.03 -11.98 -3.60
H29 -2.69 -10.52 -2.58
H30 -3.61 -11.12 -4.10
C10 -8.13 -15.53 3.65
C11 -9.98 -12.73 -3.47
C12 -11.41 -14.19 2.80
H31 -6.71 -11.04 -4.19
H32 -11.12 -14.91 -0.12
H33 -6.04 -12.92 2.77
C13 -10.59 -13.11 2.16
O6 -10.09 -13.68 0.96
H34 -1.89 -11.36 -1.29
C14 -10.45 -16.02 -1.64
H35 -5.09 -11.48 -0.59
N10 -9.58 -12.73 -2.24
N11 -2.42 -11.39 -2.15
H36 -8.42 -16.18 -1.59
H37 -5.44 -11.45 -5.16
H38 -12.35 -15.52 -1.28
O7 -6.04 -15.69 2.32
H39 -6.25 -8.79 -7.09
H40 -1.50 -18.13 0.28
H41 -7.16 -11.10 -5.79
H42 -12.11 -14.52 2.03
O8 -10.66 -16.61 -2.72
H43 -10.79 -15.06 3.00
C15 -11.40 -11.84 1.74
N12 -11.41 -15.44 -0.93
H44 -8.16 -10.36 -0.77
O9 -2.75 -16.34 -0.83
H45 -6.07 -13.67 4.36
H46 -4.41 -14.17 -2.35
H47 -5.45 -15.17 0.68
H48 -8.81 -14.81 4.11


No. 6
Computed, not measured: a structure of composition C28H43BrN2P2PtS at a distorted geometry, with ωB97M-V/def2-TZVPD.

LUMO energy (spin up / spin down), Eh: -0.194 / -0.351
HOMO-LUMO gap (spin up / spin down), eV: 7.708 / 3.405
HOMO level (spin up / spin down), eV: -13.00 / -12.96
Multiplicity: 3
M, u: 776.66
Net charge: +2

Element x y z (Å)
H1 -2.21 -3.21 -1.04
H2 0.62 -3.53 1.67
H3 -0.46 -3.27 -2.36
H4 6.34 -2.21 2.54
C1 -0.23 2.72 0.77
H5 0.15 -1.65 -2.71
H6 -1.53 -4.76 0.76
H7 3.88 1.56 0.24
H8 -4.15 -2.86 0.43
H9 5.21 -2.99 -0.83
C2 5.87 1.53 0.43
H10 -2.34 -1.44 -1.33
C3 -1.60 1.89 -1.20
C4 -5.71 3.72 -4.77
H11 -3.07 -1.87 1.45
C5 0.87 1.60 -1.06
H12 4.46 -2.77 1.04
H13 4.02 -0.23 -1.63
H14 -0.12 3.32 1.68
H15 5.44 -0.78 3.09
C6 -3.43 -2.03 0.42
N1 -6.44 4.76 -4.40
C7 0.83 2.02 0.28
H16 1.16 -3.36 -0.38
H17 5.97 1.52 -0.66
H18 1.50 -1.67 -0.60
C8 -1.25 0.43 5.10
C9 -4.82 3.11 -3.86
H19 -6.96 6.19 -2.95
H20 -4.26 2.27 -4.26
H21 -0.42 1.07 -2.82
C10 4.20 -1.95 1.74
H22 3.37 -2.34 2.41
C11 5.24 -2.03 -1.40
C12 -0.40 -3.13 1.73
Pt1 -1.51 0.12 0.01
C13 5.35 -1.81 2.76
H23 4.36 0.99 1.84
C14 -2.26 -2.24 -0.54
H24 -0.46 -2.54 2.65
C15 -5.48 4.77 -2.23
H25 -2.41 2.76 0.67
H26 5.76 2.59 0.73
H27 -3.34 1.07 -2.39
H28 -5.79 3.39 -5.81
C16 -0.45 0.36 3.99
C17 -3.75 3.00 -1.59
H29 0.63 0.22 4.01
P1 3.44 -0.73 0.62
C18 -3.03 1.87 -1.73
C19 -4.70 3.61 -2.54
H30 3.13 -1.77 -1.58
H31 -0.90 0.39 6.11
H32 -3.57 3.68 -0.75
H33 1.24 -3.04 -2.78
C20 -0.34 1.51 -1.81
H34 6.20 -1.48 -1.22
N2 -1.16 0.47 2.82
C21 -1.48 2.42 0.23
H35 -5.48 5.24 -1.26
C22 3.96 -1.20 -1.10
C23 0.40 -2.60 -2.23
C24 -2.48 0.63 2.98
H36 -3.96 -1.11 0.14
H37 4.99 -2.41 3.60
H38 -3.24 0.72 2.20
C25 -1.35 -4.33 1.76
H39 -0.92 -5.13 2.39
H40 5.14 -2.25 -2.50
S1 -2.93 0.59 4.62
C26 4.54 0.87 0.77
H41 6.76 1.15 0.94
C27 -6.35 5.30 -3.18
C28 0.73 -2.43 -0.77
H42 -2.33 -4.07 2.17
H43 1.82 1.42 -1.56
P2 -0.64 -1.87 0.36
Br1 2.15 2.19 1.68


No. 7
Computed, not measured: an isolated molecule of C22H27FN4O2 at a distorted geometry, with ωB97M-V/def2-TZVPD.

Energy relative to the best compared isomer or geometry (same formula, charge and spin), kcal/mol: 92.47
LUMO energy, Eh: 0.026
SMILES string: O=C(c1cc(C2CC2)on1)N1CCC[C@H](N2CCN(c3ccc(F)cc3)CC2)C1
HOMO-LUMO gap, eV: 8.142
HOMO level, eV: -7.43
M, u: 398.48
Net charge: 0

Element x y z (Å)
H1 -5.89 -1.79 2.53
H2 0.54 4.18 0.51
H3 -0.57 0.00 -1.03
C1 3.88 -1.83 0.27
C2 2.57 3.83 -0.13
C3 -4.52 -0.71 1.28
H4 5.41 -3.96 -1.08
C4 0.65 2.26 -0.49
H5 -0.64 0.94 -2.54
C5 -2.38 1.17 0.79
C6 3.45 0.65 0.58
O1 4.65 0.88 0.57
C7 -6.21 -1.38 -0.81
H6 -1.26 3.00 1.00
C8 4.70 -4.74 -0.85
C9 3.00 2.97 1.06
C10 4.38 -5.00 0.58
N1 -3.08 0.46 -0.26
C11 -5.08 -0.63 -1.06
F1 -7.61 -2.52 0.72
N2 1.79 -1.11 -0.09
H7 -3.02 1.48 -2.11
C12 1.12 1.50 0.78
H8 -3.86 -0.49 2.10
H9 4.71 -5.57 -1.53
C13 2.99 -0.73 0.27
O2 1.84 -2.45 -0.32
H10 -4.89 -0.30 -2.07
H11 -2.72 -0.27 -2.17
C14 -5.65 -1.46 1.53
C15 3.09 -2.89 -0.10
C16 -6.49 -1.79 0.48
C17 1.06 3.73 -0.34
C18 -2.54 0.64 -1.59
N3 2.55 1.61 0.89
H12 -1.62 0.53 1.27
C19 -4.20 -0.28 -0.02
H13 0.67 1.96 1.67
H14 -6.88 -1.65 -1.61
H15 4.09 2.96 1.16
H16 4.92 -1.81 0.52
C20 3.36 -4.31 -0.30
H17 -3.10 1.48 1.55
H18 3.09 3.47 -1.02
H19 4.87 -4.40 1.34
N4 -0.74 2.12 -0.83
H20 0.76 4.28 -1.24
H21 -2.51 3.05 -0.24
C21 -1.72 2.42 0.20
H22 1.21 1.84 -1.33
H23 2.48 -4.87 -0.59
H24 0.83 0.45 0.72
H25 2.86 4.86 0.05
C22 -1.04 0.87 -1.52
H26 2.56 3.36 1.99
H27 4.16 -6.01 0.89


No. 8
Computed, not measured: a structure of composition C34H56N3OP2SZn at a distorted geometry, with ωB97M-V/def2-TZVPD.

LUMO energy, Eh: -0.123
HOMO-LUMO gap, eV: 5.597
HOMO level, eV: -8.94
M, u: 682.25
Net charge: +1

Element x y z (Å)
H1 3.11 0.19 3.48
H2 6.21 1.89 -1.92
H3 4.74 1.93 2.81
C1 3.74 0.57 1.43
H4 -2.81 -1.66 -2.31
H5 -4.28 1.65 -2.01
H6 -5.18 -3.90 1.14
H7 -4.27 -0.07 -2.48
H8 4.99 2.38 1.12
H9 -4.35 -2.51 3.27
H10 1.77 0.88 -4.55
C2 0.82 1.07 -1.79
H11 -0.18 -2.64 4.69
P1 -2.84 -1.12 0.11
C3 -5.47 0.04 -0.08
H12 3.01 -0.67 -1.83
H13 -3.03 -3.13 -1.35
H14 1.27 3.95 -2.49
C4 1.60 1.90 -4.19
C5 0.44 2.50 1.55
H15 -2.96 -1.42 3.08
C6 4.26 1.97 1.82
H16 1.06 -4.59 -3.18
C7 -1.28 0.00 6.28
H17 3.92 3.45 -0.69
H18 6.00 0.31 -1.15
H19 2.34 -0.87 2.29
C8 3.74 2.91 -1.63
H20 4.31 3.41 -2.43
H21 -4.83 -3.18 -0.44
C9 4.07 0.79 -2.93
H22 -0.90 1.14 3.07
Zn1 -0.65 -0.18 0.36
N1 -0.09 1.15 -0.91
C10 -3.89 -1.76 2.61
C11 4.83 -0.49 1.37
H23 -0.81 0.37 -3.73
H24 -2.49 -4.13 0.49
P2 2.78 0.83 -0.32
C12 0.73 -3.72 -2.63
H25 -6.04 0.93 -0.39
C13 -3.80 0.67 -1.81
H26 -0.89 1.88 -4.64
N2 -0.49 -1.69 4.84
O1 0.64 3.49 0.94
C14 0.36 3.38 -2.66
H27 4.52 1.45 -3.68
H28 2.52 2.37 -3.88
H29 -1.63 1.94 5.36
H30 -5.84 -0.81 -0.67
H31 -0.18 3.86 -3.46
H32 5.89 1.82 -0.19
H33 -5.79 -2.29 0.77
H34 4.58 -0.18 -2.99
H35 3.02 0.60 -3.21
C15 -1.31 0.91 5.22
H36 -3.11 -4.29 2.15
H37 -2.52 1.82 0.36
C16 -3.98 0.31 -0.33
C17 -0.75 1.45 -3.65
H38 -0.83 -2.06 6.87
C18 0.55 1.96 -3.12
N3 -0.10 -1.62 -1.04
S1 -0.10 -1.54 2.23
H39 1.81 0.82 2.43
C19 -0.62 -3.52 -2.38
H40 -1.38 -4.13 -2.83
C20 2.00 -0.31 -1.58
H41 -2.74 0.77 -2.07
C21 5.64 1.35 -1.15
C22 -3.64 -2.41 1.25
H42 -3.68 1.29 1.62
C23 -2.67 -3.59 1.43
C24 1.17 -1.55 -1.55
H43 3.43 2.69 1.88
H44 -1.55 1.79 -3.02
H45 -1.59 0.33 7.29
C25 -0.88 -1.28 6.10
H46 -0.22 3.43 -1.75
C26 -3.56 1.52 0.55
C27 -0.55 -0.84 3.74
H47 5.21 -0.68 2.39
H48 -5.69 -0.12 0.99
H49 -1.70 -3.26 1.83
H50 -4.58 -0.90 2.56
H51 2.66 2.99 -1.85
H52 1.23 2.48 -5.03
C28 -4.93 -2.96 0.63
C29 4.14 1.44 -1.52
C30 -1.00 -2.47 -1.57
C31 1.65 -2.75 -2.16
H53 4.43 -1.45 1.00
C32 -2.48 -2.18 -1.40
C33 -0.93 0.47 3.93
H54 2.72 -2.90 -2.24
H55 -4.22 2.38 0.31
H56 5.69 -0.21 0.75
C34 2.68 0.16 2.46


No. 9
Computed, not measured: a cluster of 2 separate species, C6H6ClNO4 in total at a distorted geometry, with ωB97M-V/def2-TZVPD.

Energy relative to the best compared isomer or geometry (same formula, charge and spin), kcal/mol: 77.58
LUMO energy (spin up / spin down), Eh: -0.042 / -0.086
HOMO-LUMO gap (spin up / spin down), eV: 8.858 / 5.939
HOMO level (spin up / spin down), eV: -10.01 / -8.27
M, u: 191.57
Net charge: 0

Element x y z (Å)
C1 -1.64 -0.19 1.44
N1 -3.59 1.18 -0.89
H1 -0.63 0.29 -0.92
H2 -0.96 -2.18 -1.95
O1 -2.57 1.63 -1.36
H3 -0.46 1.09 2.74
C2 0.83 0.30 1.23
C3 0.93 -0.56 0.02
O2 -2.68 -0.10 2.04
C4 -1.48 -1.06 0.30
H4 1.58 -0.16 -0.76
C5 -0.33 0.47 1.86
O3 -0.14 -1.61 -1.76
H5 1.86 0.72 1.67
Cl1 -2.49 -2.26 0.02
O4 -4.64 1.75 -0.71
H6 1.19 -1.46 0.35
C6 -0.41 -0.76 -0.65


No. 10
Computed, not measured: the ion C5H8NO with charge +1 at a distorted geometry, with ωB97M-V/def2-TZVPD.

Energy relative to the best compared isomer or geometry (same formula, charge and spin), kcal/mol: 107.20
LUMO energy, Eh: -0.181
HOMO-LUMO gap, eV: 7.507
HOMO level, eV: -12.44
M, u: 98.12
Net charge: +1

Element x y z (Å)
H1 0.58 -2.20 0.10
H2 0.25 0.56 1.67
H3 1.68 1.12 -1.21
C1 1.41 -1.61 -0.08
H4 2.55 1.49 0.33
C2 -1.94 -0.47 0.26
N1 1.27 -0.36 0.08
C3 0.36 0.65 0.54
O1 -3.14 -0.22 -0.10
H5 -3.77 -0.77 0.40
C4 -0.98 0.61 -0.21
C5 1.72 0.95 -0.11
H6 -0.74 0.83 -1.19
H7 2.23 -2.01 -0.58
H8 -1.48 1.42 0.11


No. 11
Computed, not measured: an isolated molecule of C5H7N at a distorted geometry, with ωB97M-V/def2-TZVPD.

Energy relative to the best compared isomer or geometry (same formula, charge and spin), kcal/mol: 69.63
LUMO energy, Eh: 0.035
SMILES string: C=C=C[C@H]1CN1
HOMO-LUMO gap, eV: 10.063
HOMO level, eV: -9.11
M, u: 81.12
Net charge: 0

Element x y z (Å)
H1 0.81 -1.47 0.38
H2 -3.22 -1.01 0.04
H3 3.02 0.43 0.17
H4 -2.77 -0.02 1.58
H5 1.40 0.41 -1.78
C1 1.97 0.22 0.34
C2 -1.40 -0.01 0.04
H6 -0.92 1.51 -1.03
N1 1.49 -1.03 -0.23
C3 -2.52 -0.38 0.58
C4 -0.45 0.62 -0.61
H7 1.60 0.51 1.32
C5 0.99 0.22 -0.79


No. 12
Computed, not measured: a cluster of 2 separate species, C6H11BrIO3P in total, with ωB97M-V/def2-TZVPD.

LUMO energy, Eh: -0.012
SMILES string: CC[C@@H](Br)PI.O=C1OCCO1
HOMO-LUMO gap, eV: 9.124
HOMO level, eV: -9.46
M, u: 368.93
Net charge: 0

Element x y z (Å)
I1 2.62 4.56 2.00
C1 0.92 2.24 0.49
H1 -1.54 4.64 0.21
C2 -0.44 -5.51 -0.11
O1 -0.41 -4.49 0.77
C3 -0.10 3.10 -0.28
H2 0.68 2.28 1.55
H3 2.59 3.53 -0.78
C4 -0.22 -3.27 0.05
C5 -1.16 3.72 0.64
O2 -0.50 -5.03 -1.38
O3 -0.43 -6.66 0.18
C6 -0.74 -3.63 -1.33
H4 0.85 -3.03 0.05
H5 0.43 3.91 -0.78
H6 -0.76 -2.46 0.53
H7 -1.81 -3.44 -1.43
P1 2.71 2.74 0.38
Br1 0.81 0.36 -0.01
H8 -0.71 4.01 1.59
H9 -0.21 -3.13 -2.14
H10 -0.57 2.50 -1.05
H11 -2.00 3.05 0.82


No. 13
Computed, not measured: an isolated molecule of C6H10N2OS2 at a distorted geometry, with ωB97M-V/def2-TZVPD.

Energy relative to the best compared isomer or geometry (same formula, charge and spin), kcal/mol: 94.68
LUMO energy, Eh: 0.013
SMILES string: CN(C)[S@@](=N)(=O)c1cccs1
HOMO-LUMO gap, eV: 9.252
HOMO level, eV: -8.90
M, u: 190.29
Net charge: 0

Element x y z (Å)
H1 3.55 1.32 1.78
C1 3.39 0.61 -0.22
S1 -0.47 -1.15 0.22
N1 -1.20 -0.95 1.95
C2 -1.81 -0.44 -1.97
H2 1.05 0.48 2.19
N2 -1.34 0.04 -0.66
C3 1.18 -0.35 0.28
H3 -3.01 -0.27 -2.12
C4 -2.13 0.96 0.07
H4 -1.34 0.12 -2.79
O1 -0.31 -2.39 -0.48
S2 2.21 -0.43 -1.01
H5 4.41 0.53 -0.48
C5 2.95 0.84 1.04
H6 -2.04 0.48 1.07
H7 -0.36 -1.36 2.40
H8 -1.64 -1.57 -2.14
H9 -1.58 1.93 0.06
H10 -3.09 1.13 -0.48
C6 1.58 0.48 1.28